Entry 1:
90
Properties=species:S:1:pos:R:3:forces:R:3 method="wB97M-V/def2-TZVPD" s_squared=2.008 spin_multiplicity=3 e_lumo_ha="-0.2096 / -0.2068" homo_energy_ev="-12.684 / -12.689" energy_ha=-4631.9765 total_charge=+2 gap_ev="6.98 / 7.06"
O 2.0602 -0.0478 -2.1132 0.09 0.00 0.09
H -3.9168 -2.3695 -3.3855 0.03 0.00 0.00
H 4.0475 1.5095 0.3079 0.01 0.02 0.00
O -2.5920 0.3363 1.2073 -0.06 -0.12 0.08
C -4.3461 -0.2705 -0.7543 0.20 0.31 -0.18
C -2.0407 -2.7596 3.1750 0.01 -0.01 0.05
H 0.5405 -3.0128 -3.5445 0.01 -0.02 0.01
H 2.7999 2.3541 -5.2557 0.00 0.00 -0.01
H 0.3675 1.8651 5.0702 0.01 0.02 -0.02
H -0.0386 1.3617 -4.7545 -0.02 0.01 0.00
H -7.5360 -1.0667 -1.5053 -0.01 -0.01 -0.01
H -0.9596 4.1047 2.8794 -0.01 0.01 0.01
H 4.3876 -1.6909 1.4903 0.01 0.00 -0.01
H -0.5937 -0.4246 5.6407 0.00 0.02 -0.02
H 1.3909 -2.9019 3.8773 -0.01 -0.01 0.02
W -0.8246 0.4326 0.0815 0.34 0.50 -1.87
C -5.8127 -1.7468 -2.5763 0.11 -0.03 -0.03
C 2.6018 1.5542 -4.5430 0.01 -0.01 0.02
H 1.8719 -1.8523 -3.6448 -0.01 0.01 0.01
C -4.4150 -1.7557 -2.6501 -0.19 0.05 0.08
H 1.7306 -0.4665 4.8169 0.05 0.00 -0.01
N 3.4233 -1.2555 -0.3187 -0.12 -0.08 -0.03
H 3.5372 1.2985 -4.0482 -0.01 0.00 -0.01
H 5.4640 -1.1149 -0.7264 0.00 0.00 0.00
H 2.6477 -2.0103 1.4924 -0.01 -0.01 -0.03
O -2.4813 1.4506 -0.8140 0.24 0.39 0.32
C -1.1776 0.3978 5.2309 -0.01 -0.04 0.08
O 1.0312 -0.5676 0.1518 -0.25 -0.14 0.27
H 4.8874 2.4284 -2.2068 0.01 0.01 0.00
H -1.8228 -2.3087 5.3022 0.00 -0.01 -0.02
N 2.9578 2.3177 -1.3219 -0.01 0.07 0.01
H -2.0872 -3.8358 3.3468 0.03 -0.01 -0.01
H -2.7451 -2.5202 2.3761 0.00 -0.02 0.00
P 1.9151 -1.1235 -0.9535 0.07 0.16 0.20
N 1.2974 -2.4235 -1.6895 0.03 0.05 -0.08
C -5.7208 -0.2828 -0.6717 -0.06 -0.09 -0.18
H -2.6116 3.8048 2.3189 0.01 -0.01 0.02
C 1.4461 -0.7571 3.8041 0.00 -0.01 0.01
H 3.6300 3.4153 -2.9938 0.00 -0.01 0.02
H -1.5323 0.9702 6.0897 0.00 -0.01 0.00
O -1.6448 -1.5683 -0.2258 0.25 0.07 0.21
H 4.6747 -2.4715 -1.5442 0.00 0.00 -0.01
C -1.6453 4.2351 2.0447 0.03 -0.03 -0.03
O -1.7553 -2.5785 -2.5110 0.20 0.11 0.01
H 4.4288 -0.8098 -2.1234 0.00 0.01 0.00
C 3.1921 2.1601 0.1193 -0.01 -0.09 0.00
C 0.6676 -2.0866 3.8493 0.04 0.01 0.04
S -1.9142 -1.4291 -1.6941 -0.40 -0.21 0.06
H -1.5720 4.9437 -0.4671 0.10 0.06 0.06
H -0.8571 3.5046 -1.1226 0.11 0.00 0.02
S -2.6470 -0.2528 4.3923 0.03 0.04 -0.14
H 0.0918 -2.1578 4.7673 -0.01 -0.01 -0.06
C 1.4976 -2.7217 -3.1122 -0.02 -0.02 0.00
H 0.3322 3.0984 -4.8372 0.00 -0.01 -0.01
H 0.0508 -4.0533 -1.3206 0.00 -0.01 0.01
H 2.2073 -3.5429 -3.2295 0.01 0.01 -0.01
H -0.9631 2.0979 3.9404 0.03 0.01 -0.02
C -6.4578 -1.0505 -1.5784 0.04 0.07 0.06
O -0.6905 2.3037 1.0238 -0.08 -0.03 0.13
H -6.2231 0.3318 0.0624 0.03 0.02 0.02
H 3.3854 3.1434 0.5475 0.00 0.00 0.02
O -4.4118 1.9269 0.6877 0.01 -0.06 0.03
H -3.4481 -2.4342 4.7205 0.00 0.00 -0.01
H 0.6828 -3.2976 0.1391 0.01 0.00 0.01
C 0.2727 2.2343 -4.1765 0.04 0.02 0.00
S -3.4996 0.9707 0.1795 -0.41 -0.37 0.05
C -2.4604 -2.0519 4.4563 -0.03 0.00 0.11
H -6.3773 -2.3178 -3.3000 -0.03 0.00 0.01
S 0.6559 0.6698 3.0312 -0.15 -0.04 -0.02
H 2.2428 0.6754 -5.0836 0.01 0.00 -0.01
C -0.3215 1.3458 4.4010 0.00 0.03 0.04
C -1.1283 3.4843 0.8678 0.27 -0.10 -0.27
H 2.3182 1.7355 0.6136 0.02 0.01 -0.02
C -3.6747 -1.0193 -1.7497 0.29 -0.24 0.26
S -0.4374 -2.3270 2.4419 -0.05 -0.02 0.00
C 0.9345 -3.5947 -0.8782 -0.01 0.02 0.01
H 1.7459 -4.3256 -0.8636 0.00 -0.01 0.00
P 1.7254 1.5528 -2.0237 -0.14 0.08 -0.38
H 4.2911 3.9082 -1.4397 0.01 0.00 0.00
H -0.4720 2.4208 -3.4090 -0.01 0.00 0.01
H -1.7679 5.2944 1.8343 -0.02 0.00 0.00
C 4.5539 -1.4285 -1.2373 0.01 -0.02 -0.02
O 0.4348 1.7034 -1.2598 0.00 -0.32 0.52
C 3.5561 -2.0706 0.8960 0.02 0.03 0.07
N 1.5918 1.9992 -3.5744 0.01 -0.09 0.08
C 4.0030 3.0477 -2.0421 0.01 0.05 -0.01
N -1.1035 4.0644 -0.3183 -0.28 -0.22 0.09
H 2.3780 -0.8896 3.2567 -0.02 0.04 -0.02
H 3.7512 -3.1189 0.6544 0.00 0.00 0.00
O -0.9749 -0.2903 -1.9926 -0.38 0.25 0.29

=====

Entry 2:
10
Properties=species:S:1:pos:R:3:forces:R:3 method="wB97M-V/def2-TZVPD" e_lumo_ha=-0.1375 homo_energy_ev=-15.942 smiles=C1[C@@H]2[NH2+][C@H]12 energy_ha=-172.2671 total_charge=+1 gap_ev=12.20
H -1.5340 0.3310 1.1665 1.05 -0.15 -1.70
H 1.2721 0.1223 1.8324 -1.10 -0.26 -1.34
N -0.5417 -0.2359 -0.9232 -3.90 0.53 -3.50
H -0.5571 -1.1953 -1.3862 1.11 0.97 1.12
C -0.6499 0.0749 0.4946 1.13 1.34 2.02
H -1.2545 0.3633 -1.5270 1.49 -1.62 1.54
C 0.4244 0.6830 -0.3749 0.34 -3.95 4.40
C 0.7643 -0.3156 0.9183 -1.01 3.07 -1.40
H 1.1055 -1.2557 0.6390 0.56 -1.67 -0.42
H 0.9711 1.4280 -0.8395 0.33 1.74 -0.71

=====

Entry 3:
44
Properties=species:S:1:pos:R:3:forces:R:3 method="wB97M-V/def2-TZVPD" e_lumo_ha=-0.0042 homo_energy_ev=-10.069 smiles=FC(F)(F)COP(OCC(F)(F)F)(OCC(F)(F)F)(OCC(F)(F)F)c1ccc(Cl)cc1 energy_ha=-2841.5711 total_charge=0 gap_ev=9.96
H -1.4290 2.9456 1.5169 -0.64 -0.22 1.39
F 0.7234 -2.2123 -2.7263 0.83 2.35 0.56
O -1.4710 1.5372 -0.1044 -1.30 5.78 0.07
H -4.2662 -0.0836 0.2629 0.03 0.29 0.14
F -3.1958 4.0606 0.0263 0.69 0.45 -1.23
C -0.1052 -1.9791 1.7076 0.93 -1.20 -3.12
F 1.0861 -3.7426 2.6167 -0.70 -0.76 -0.91
H -0.9287 -0.7008 -1.8900 1.34 1.54 0.14
O -2.3706 -0.0901 1.0205 -0.22 -0.57 0.88
F 2.2400 -0.5746 -1.9972 -1.02 -1.83 0.10
F -1.3666 5.2020 0.3062 -0.02 -0.11 -0.51
C -1.2033 2.8458 0.4985 1.42 1.18 -3.94
H -0.1393 3.1554 0.3317 -0.41 -0.87 0.42
C 0.4090 1.1756 4.4796 -0.37 0.71 -1.21
F -3.3134 -2.5934 0.9521 -0.42 -0.10 -2.13
C 1.7333 1.5861 4.3059 0.02 -0.68 -1.52
F -1.5839 4.0797 -1.5695 -0.65 0.30 0.47
F 1.3470 -0.4240 -3.8726 -1.25 -0.61 -0.30
H 0.8140 -1.6202 2.0353 1.92 1.16 0.02
P -0.7830 0.2877 0.5842 0.70 -1.16 -0.07
H 0.0178 1.1095 5.4712 -0.29 -0.11 0.41
O 0.3968 0.5018 -0.6043 0.30 -1.69 -1.33
C 0.2148 -3.5099 1.5914 1.25 3.46 -1.89
C 0.1638 0.8929 2.0614 -1.55 0.12 -0.28
H -0.7180 -1.7683 2.4960 -2.32 0.00 1.98
H -1.4595 0.6848 3.4865 0.13 0.00 0.04
C 2.2360 1.7465 2.9821 -1.82 -1.04 0.37
C 1.0351 -0.8684 -2.6355 2.26 1.40 0.31
H -0.3050 0.9700 -2.5567 0.83 -2.04 0.93
F -2.4516 -2.3376 -1.1816 -1.46 -0.53 1.58
H 1.8813 1.4310 0.8405 -0.08 -0.18 0.10
C -3.4507 -1.9662 -0.2587 2.04 1.99 -0.27
C -3.2640 -0.4036 -0.0212 -1.28 -1.83 1.36
F -4.6210 -2.2243 -0.8701 0.66 -0.26 0.93
O -0.5532 -1.3329 0.4762 1.64 -1.64 1.53
H 3.2453 2.0562 2.9091 0.80 0.31 -0.45
F -0.8480 -4.2073 1.6447 -1.71 -2.09 0.82
C -0.0095 0.0214 -1.9301 -2.53 0.18 0.04
C -1.8545 4.0899 -0.2646 -0.52 -2.61 2.14
C 1.4444 1.3552 1.8280 1.58 0.74 2.55
F 0.7943 -3.7933 0.3612 0.01 0.24 1.78
Cl 2.7695 1.6760 5.7303 -0.43 0.25 -0.88
C -0.4173 0.9612 3.3552 1.26 -0.82 0.05
H -3.0258 0.0394 -0.9487 0.34 0.51 -1.09

=====

Entry 4:
44
Properties=species:S:1:pos:R:3:forces:R:3 method="wB97M-V/def2-TZVPD" e_lumo_ha=0.0885 homo_energy_ev=-4.121 energy_ha=-1596.9531 total_charge=-1 gap_ev=6.53
H 5.8470 0.5695 4.2391 -0.01 0.01 -0.08
C -0.3499 1.3731 1.7137 -0.74 -0.52 0.35
H -4.7437 -1.3719 0.6970 0.48 2.02 -2.24
C -2.1871 1.7050 3.0552 0.45 -0.68 -0.52
H -3.5583 -2.7631 -2.2785 0.77 1.95 -0.08
H 2.3255 -0.9604 2.7488 0.05 0.04 -0.07
F 1.4702 -1.1187 -3.3190 -0.51 -0.69 5.13
H 0.2196 0.6746 1.1076 -0.03 0.10 0.02
F 1.1163 -0.1286 -1.0666 0.88 -3.76 -3.02
C -3.2410 -1.6318 -2.2755 -1.63 0.01 1.50
H 2.9953 -0.4608 0.3948 0.10 0.03 0.16
N -1.4557 0.8602 2.2963 0.33 1.01 0.19
C -2.9543 -0.0571 -4.4641 -3.84 3.66 -4.43
C 5.2459 0.3612 3.3583 -0.80 -0.40 0.25
C 5.7032 0.6815 2.0902 -0.18 -0.07 -0.17
H -0.9160 -0.2057 -3.1845 -0.15 -0.39 0.11
C 1.2443 -1.3925 -1.8834 -0.84 -0.62 1.30
H -0.4319 4.5746 2.7796 -0.03 -0.11 -0.02
C -0.7182 3.5357 2.6442 0.03 -0.03 -0.02
C 3.6530 -0.2160 1.2210 0.20 0.13 -0.11
H -1.7408 -2.0511 -4.7806 0.01 0.16 0.57
H -2.4895 3.6709 3.8743 0.03 -0.07 -0.05
H 6.6712 1.1501 1.9534 -0.07 -0.04 0.04
C -4.0371 -0.5763 0.1788 2.15 -0.94 -1.62
C -1.8639 3.0373 3.2559 0.24 0.06 -0.13
C 3.2812 -0.4949 2.5264 0.45 0.15 0.82
H 5.2134 0.6197 -0.0068 -0.05 -0.03 0.10
H -1.4338 -3.4797 -2.3823 1.87 1.74 -0.48
H -3.0695 1.2679 3.5141 0.04 0.06 -0.04
N 4.0514 -0.2204 3.6020 0.35 0.23 -0.90
H -4.1683 -1.0050 -2.6862 2.14 -1.45 1.06
O -3.5013 -0.4924 -5.7852 2.98 1.57 6.68
P -1.8115 -1.2771 -3.5339 -1.54 -0.05 -0.61
C -2.9410 -1.0305 -0.7655 -1.76 0.81 1.88
H 0.9558 3.0473 1.3688 -0.08 -0.06 0.02
C 4.8883 0.3848 1.0026 -0.02 -0.01 0.02
O -3.2192 1.1406 -3.9235 1.43 -5.36 -1.91
F 2.4717 -2.0801 -1.3365 -3.67 2.36 -1.98
H -4.1187 0.5848 0.4262 0.96 -2.92 0.62
C 0.0568 2.6898 1.8580 -0.18 0.21 0.19
O 0.0592 -2.1961 -1.5670 4.18 2.28 -1.81
H -0.0022 -3.1916 -3.5693 -1.07 1.40 1.81
H -1.8388 -0.8920 -0.3398 -2.28 0.86 -1.87
C -0.6775 -2.6348 -2.7581 -0.63 -2.66 -0.67

=====

Entry 5:
37
Properties=species:S:1:pos:R:3:forces:R:3 method="wB97M-V/def2-TZVPD" e_lumo_ha=-0.0048 homo_energy_ev=-8.971 smiles="O=C(COc1ccccc1)N[C@H]1C(=O)N2C(C(=O)O)=C(Cl)CS[C@H]12" energy_ha=-1923.5040 total_charge=0 gap_ev=8.84
C 3.5112 0.8921 -0.1266 -0.18 -0.04 0.29
C -2.0387 0.7849 0.6184 0.17 0.57 0.25
O -5.8941 -2.0474 0.3215 0.04 -0.05 -0.01
H 1.8127 -0.4639 3.1100 0.03 0.13 -0.10
C -4.7343 -1.7517 0.4362 -0.55 -0.12 0.03
C 2.1502 0.0846 2.2244 -0.02 0.30 0.28
H -4.2369 -3.3726 1.2990 -0.19 0.23 -0.14
N 0.3566 -0.0673 0.6273 -0.13 -0.46 -0.12
Cl -6.4797 0.6715 -0.5998 -0.24 0.19 -0.06
C 4.2553 1.2228 -1.2481 0.09 -0.03 -0.10
C -4.1231 -0.4939 -0.0465 -0.34 0.23 -0.37
C -4.7847 0.5737 -0.5470 0.41 -0.76 0.27
H -3.4160 1.4385 -1.9369 -0.20 -0.02 -0.05
H 2.8304 0.8802 2.5511 -0.13 -0.06 -0.09
H 4.2080 -2.4063 0.0095 0.00 -0.12 0.04
H 2.9451 1.6611 0.3760 -0.03 0.09 0.06
S -2.8184 2.3695 0.2000 -0.17 -0.04 -0.06
C -0.7734 0.3341 -0.1545 0.07 0.39 0.05
C 4.9829 0.2613 -1.9239 0.04 0.12 -0.10
H -1.9434 0.7464 1.7045 0.06 -0.05 -0.11
H -4.6438 2.5735 -1.3142 0.00 -0.06 -0.05
O 2.7988 -0.8671 1.4184 0.06 -0.17 -0.15
H 5.5589 0.5295 -2.7962 0.05 0.03 -0.07
C 4.2319 -1.3923 -0.3575 -0.15 0.02 0.19
O 0.4958 1.8086 1.8850 -0.13 0.42 0.12
C 3.5021 -0.4210 0.3251 0.19 -0.06 -0.17
H 5.5294 -1.8092 -1.9954 0.04 -0.07 -0.04
C 4.9662 -1.0498 -1.4743 -0.03 -0.01 0.04
C -1.6577 -0.8182 -0.6615 0.37 -0.12 -0.14
N -2.7319 -0.3517 0.0432 -0.46 0.21 0.10
O -1.4992 -1.7641 -1.3724 0.03 -0.20 -0.19
C 0.9238 0.7233 1.5658 0.29 -0.59 -0.15
H 0.7780 -0.9613 0.4155 0.07 0.11 0.06
O -3.8270 -2.5376 1.0238 0.55 -0.21 0.22
H 4.2590 2.2465 -1.5918 0.00 0.08 -0.03
H -0.4913 1.0410 -0.9441 -0.14 -0.07 0.06
C -4.0028 1.7325 -1.0637 0.53 0.20 0.25

=====

Entry 6:
19
Properties=species:S:1:pos:R:3:forces:R:3 method="wB97M-V/def2-TZVPD" e_lumo_ha=0.0290 homo_energy_ev=-9.938 energy_ha=-365.0337 total_charge=0 gap_ev=10.73
N 3.8041 0.2487 -0.2561 -0.68 -0.81 0.14
H -0.6919 -2.4056 1.1885 -0.02 0.03 -0.01
H 0.0523 -2.8577 -0.4440 0.01 0.04 -0.01
H -0.4986 1.1243 0.6240 0.00 -0.05 -0.05
H 0.4945 0.5338 -1.5550 -0.02 -0.02 0.03
H 2.0348 -0.9987 0.2600 -0.10 0.10 0.07
C -2.6070 0.7045 0.1175 0.06 -0.02 -0.02
C -0.4735 0.0983 -1.3319 -0.05 0.05 -0.02
H -2.9571 0.5316 1.1375 0.01 0.00 -0.04
C -0.5825 -0.8676 -0.2344 0.03 -0.04 0.05
C -0.3916 -2.1000 0.1926 0.00 0.00 0.00
H -3.1532 0.0286 -0.5431 0.02 0.01 0.01
H -2.8596 1.7310 -0.1573 0.01 -0.04 0.00
H -1.1236 -0.0279 -2.1918 0.00 0.00 0.05
O 2.0528 1.3244 0.8676 0.78 0.40 -0.31
C 2.7901 -0.2407 0.1299 1.34 0.02 -0.73
C -1.1156 0.4724 0.0120 -0.05 0.06 0.01
H 3.2122 1.3285 0.3500 -1.52 0.20 0.91
H 2.0133 1.3721 1.8340 0.17 0.09 -0.08

=====

Entry 7:
17
Properties=species:S:1:pos:R:3:forces:R:3 method="wB97M-V/def2-TZVPD" e_lumo_ha=0.0350 homo_energy_ev=-10.322 smiles=CCO.CC energy_ha=-234.8053 total_charge=0 gap_ev=11.27
H 0.0252 -0.9097 1.2575 -0.13 -0.11 -0.47
H -0.8734 -2.1744 3.0518 -0.37 -0.26 -0.37
H -0.9838 -0.5739 3.6277 -0.16 0.27 -0.11
H -2.4529 -1.2911 2.9235 0.03 -0.19 0.31
C 1.4204 1.2089 -1.7206 -0.52 -1.03 -0.83
H 1.6660 -0.5667 -2.9612 -0.05 0.01 0.00
H 1.1952 0.8089 -3.8972 -0.22 0.12 -0.01
H 0.0133 -0.0621 -2.8798 -0.18 0.27 -0.07
H 0.5776 1.0791 -1.0452 0.26 0.58 0.50
H 2.3313 0.8191 -1.2742 -0.01 0.10 0.21
H -1.7180 -1.0143 0.7224 0.25 -0.05 -0.30
C -1.3701 -1.2249 2.8435 0.26 0.21 -0.21
C -1.0131 -0.6429 1.4624 0.34 0.27 1.46
C 1.0275 0.3211 -2.9390 0.92 -0.21 0.06
H -0.3109 1.1978 1.2778 0.18 0.00 -0.12
O -1.1262 0.7839 1.5554 -0.37 -0.12 -0.19
H 1.5918 2.2412 -2.0048 -0.23 0.15 0.16

=====

Entry 8:
14
Properties=species:S:1:pos:R:3:forces:R:3 method="wB97M-V/def2-TZVPD" e_lumo_ha=0.0290 homo_energy_ev=-9.156 smiles="CNC[P@@H](=O)O" energy_ha=-627.6127 total_charge=0 gap_ev=9.95
H 0.4501 0.9969 -1.8841 0.10 0.08 -0.01
H -1.7191 1.0185 0.8359 -0.02 -0.11 0.09
C -1.3463 -0.0062 0.7624 -0.06 -0.07 0.20
H -0.6037 -0.1594 1.5591 -0.07 0.00 0.04
H 0.2375 1.6948 -0.2449 0.03 0.07 0.04
O 2.6507 0.5464 0.8873 0.26 0.50 0.38
H -2.1844 -0.6843 0.9202 -0.02 0.00 0.12
H -0.4821 -1.1532 -0.6951 -0.07 0.10 0.15
O 1.5274 -1.5807 0.0785 -0.14 0.16 -0.48
C 0.4101 0.7908 -0.8175 -1.79 -2.87 0.46
H 2.7128 -0.2637 -1.3868 0.15 0.05 -0.36
N -0.8381 -0.2119 -0.5739 2.01 2.26 -0.99
P 1.9471 -0.0551 -0.2468 -0.44 0.02 -0.02
H 1.7492 -1.7400 0.9983 0.07 -0.19 0.38